Density functional theory data (ωB97M-V with the def2-TZVPD basis set) for a 2-piece molecular cluster, CH4NO2 overall at a distorted geometry.

Structure (XYZ):
```
8
CH4NO2 ωB97M-V with the def2-TZVPD basis set
N -1.16 -0.62 0.20
H -0.68 -1.14 -0.55
H -2.61 -0.78 -0.17
C -0.51 0.82 0.85
H -1.22 -1.27 1.04
H 0.54 0.82 0.47
O -2.82 -1.58 0.13
O -1.10 1.54 1.52
```

- F_max (eV/A) = 8.4
- LUMO level (spin up / spin down) (eV) = -9.2 / -9.2
- calculated total energy (eV) = -6672.4268
- total charge = +1



Density functional theory data (ωB97M-V with the def2-TZVPD basis set) for a 2-piece molecular cluster, CH4NO2PS overall at a distorted geometry.

Structure (XYZ):
```
10
CH4NO2PS ωB97M-V with the def2-TZVPD basis set
O 1.79 0.55 -2.00
H -2.26 -0.20 0.04
P -0.56 -1.40 0.82
H 1.84 1.54 -0.26
O 0.26 0.49 -0.46
N -2.04 -0.59 0.95
H 1.30 -0.07 -2.54
C 1.31 0.91 -0.83
H -2.04 -0.05 1.79
S 0.41 -1.17 2.49
```

- F_max (eV/A) = 4.3
- LUMO level (eV) = 0.0
- calculated total energy (eV) = -26811.1180
- total charge = 0



Density functional theory data (ωB97M-V with the def2-TZVPD basis set) for a 2-piece molecular cluster, CH4NO2S overall at a distorted geometry.

Structure (XYZ):
```
9
CH4NO2S ωB97M-V with the def2-TZVPD basis set
C -1.96 0.64 -0.26
H -1.74 1.56 -0.58
O 1.75 0.58 -1.11
H -1.34 0.49 0.59
N 1.25 -1.55 -0.03
H -1.91 -0.21 -0.79
S 1.20 -0.01 0.11
O 1.60 0.68 1.32
H 1.15 -2.19 0.75
```

- F_max (eV/A) = 4.2
- LUMO level (spin up / spin down) (eV) = 4.0 / 3.4
- calculated total energy (eV) = -17519.2256
- total charge = -1



Density functional theory data (ωB97M-V with the def2-TZVPD basis set) for an isolated ion of composition CH4NO2S2 and charge -1 at a distorted geometry.

Structure (XYZ):
```
10
CH4NO2S2 ωB97M-V with the def2-TZVPD basis set
H 1.21 0.24 1.13
O -2.34 1.48 0.39
S -1.55 0.29 0.73
O -0.50 0.49 1.78
H 0.10 1.10 -0.74
C 0.52 -0.78 -0.78
S 1.91 -0.62 0.40
H 1.09 -0.77 -1.67
N -0.46 0.20 -0.84
H 0.02 -1.65 -0.39
```

- F_max (eV/A) = 3.6
- LUMO level (eV) = 3.6
- calculated total energy (eV) = -28358.0178
- total charge = -1



Density functional theory data (ωB97M-V with the def2-TZVPD basis set) for CH4NO2S2 as an isolated structure at a distorted geometry.

Structure (XYZ):
```
10
CH4NO2S2 ωB97M-V with the def2-TZVPD basis set
S -0.60 3.74 -1.55
N 0.50 -1.89 1.59
S -0.24 1.72 -0.71
H 0.40 -1.25 2.35
H -0.58 0.91 -1.74
O -0.11 -0.26 0.17
O -0.58 -2.45 -0.31
H 0.64 -2.86 1.77
H 0.69 3.87 -1.93
C -0.12 -1.53 0.35
```

- F_max (eV/A) = 1.5
- LUMO level (eV) = 3.2
- calculated total energy (eV) = -28359.1620
- total charge = -1



Density functional theory data (ωB97M-V with the def2-TZVPD basis set) for a 2-piece molecular cluster, CH4NO4Si overall at a distorted geometry.

Structure (XYZ):
```
11
CH4NO4Si ωB97M-V with the def2-TZVPD basis set
H -0.40 -0.76 2.26
N 2.22 0.67 -0.69
O 0.33 -0.65 1.67
C -1.97 0.67 0.01
O -2.41 0.95 1.13
Si -0.10 -0.20 0.12
H 1.69 0.57 -1.58
H 1.89 1.48 -0.23
O 0.15 -1.54 -0.80
O -2.54 0.72 -1.07
H 1.14 -1.91 -0.82
```

- F_max (eV/A) = 3.7
- LUMO level (eV) = 3.6
- calculated total energy (eV) = -18661.9750
- total charge = -1



Relative energy (zero: lowest compared OMol25 entry of this formula, charge and spin), respectively: 172.2, 15.2, 133.8, 43.6, 17.3, 59.4 kcal/mol.